Density functional theory data (the ωB97M-V functional and the def2-TZVPD basis) for a structure of composition C21H23N4S2Tc in a non-equilibrium geometry.

The geometry in XYZ format:
```
51
Properties=species:S:1:pos:R:3:lowdin_spin:R:1
Tc 0.3610 -0.3083 -1.4259 0.027
N -4.0239 -0.8242 -1.6294 0.071
C -2.7416 -0.6648 -1.3953 0.040
S -1.5462 -1.2929 -2.4497 0.053
N -2.4220 -0.0516 -0.2276 0.281
N -1.1311 0.1507 -0.0485 0.110
C -0.8044 0.6247 1.1941 0.070
C -1.7742 1.0370 2.1513 0.071
C -2.8945 1.8274 1.7780 0.051
C -3.7929 2.2416 2.7291 0.005
C -3.6404 1.8321 4.0561 0.099
C -2.5652 1.0264 4.4411 0.013
C -1.6232 0.6577 3.5135 0.041
C 0.6343 0.6257 1.4806 0.001
C 1.1773 1.2488 2.5950 0.020
C 2.5445 1.1430 2.8397 0.000
C 3.3246 0.4421 1.9440 0.014
C 2.7212 -0.0827 0.8036 0.007
N 1.4182 0.0108 0.5617 0.007
H -4.3595 -1.2877 -2.4626 0.002
H -4.7044 -0.5232 -0.9435 0.001
H -2.9962 2.1667 0.7577 0.000
H -4.6159 2.8873 2.4556 -0.001
H -4.3649 2.1440 4.7977 0.004
H -2.4807 0.6902 5.4652 0.000
H -0.8143 0.0013 3.8044 0.000
H 0.5485 1.8235 3.2581 0.001
H 2.9816 1.6101 3.7124 0.000
H 4.3895 0.3227 2.0910 0.001
H 3.3204 -0.5819 0.0549 0.000
C 0.1520 1.7770 -2.7288 0.008
C 0.2259 0.7594 -3.6777 0.002
C 1.2918 -0.1572 -3.6344 0.000
C 2.3925 0.0916 -2.7798 -0.001
C 2.4034 1.2338 -1.9665 0.000
C 1.2416 1.9977 -1.8470 -0.001
H -0.7101 2.4304 -2.6973 0.000
H -0.5756 0.6191 -4.3891 0.000
H 1.3163 -0.9902 -4.3240 0.000
H 3.2574 -0.5586 -2.8222 0.000
H 3.2725 1.4721 -1.3705 0.000
H 1.2011 2.8208 -1.1452 0.000
C 0.8598 -3.5880 -2.5202 0.001
S 0.7178 -2.6755 -0.9657 0.001
C 2.3211 -3.1053 -0.2607 0.000
H 0.9472 -4.6415 -2.2595 0.000
H 1.7388 -3.2684 -3.0754 0.000
H -0.0464 -3.4475 -3.1026 0.000
H 3.1479 -2.7395 -0.8655 0.000
H 2.3494 -4.1941 -0.2278 0.000
H 2.3700 -2.7324 0.7577 0.000
```

Calculated values
total energy = -51953.30739 eV
ΔE to the lowest compared entry with this formula, charge and spin = 4.19 kJ/mol
LUMO level (alpha / beta) = -10.4 / -12.0 eV
frontier orbital gap (alpha / beta) = 0.253 / 0.215 hartree
expectation value of S² = 0.782
spin multiplicity = 2
net charge = +3